ORCA calculation (the ωB97M-V functional and the def2-TZVPD basis) on an isolated molecule of C24H21N3O5S at a distorted geometry.

As for the lowest unoccupied orbital energy: 0.55 eV. The calculation puts the energy at -1865.80587 Ha. The SMILES is COc1ccc(-c2cnc(SCC(=O)Nc3ccc4c(c3)OCO4)n2Cc2ccco2)cc1. As for the energy above the lowest of the compared OMol25 structures with the same formula, charge and spin: 45.2 kcal/mol. For the HOMO energy, the calculation gives -7.4 eV.

ORCA input file:
```
! wB97M-V def2-TZVPD RIJCOSX def2/J DEFGRID3
* xyz 0 1
C 6.4157 3.3418 -0.8705
H 7.2811 3.6122 -1.4734
O 5.6939 2.4092 -1.6380
C 4.5481 1.8890 -1.1235
C 3.8780 0.9724 -1.9370
C 2.7198 0.3692 -1.5048
C 2.1933 0.6649 -0.2477
C 2.8475 1.5976 0.5469
C 4.0157 2.2040 0.1219
H 4.5017 2.9144 0.7717
H 2.4441 1.8393 1.5191
C 0.9810 0.0169 0.2387
C -0.1824 0.5499 0.7231
N -1.0492 -0.4417 1.0640
C -0.4191 -1.5669 0.8142
N 0.8161 -1.3532 0.3006
C 1.8106 -2.3622 0.0264
C 3.1398 -1.9655 0.5817
C 4.3814 -1.9214 0.0204
C 5.2508 -1.4354 1.0265
C 4.4721 -1.2204 2.1194
O 3.1950 -1.5437 1.8627
H 4.6963 -0.8571 3.1023
H 6.3044 -1.2696 0.9398
H 4.6436 -2.1939 -0.9806
H 1.9087 -2.5323 -1.0502
H 1.4559 -3.2905 0.4915
S -1.0556 -3.1700 1.0815
C -2.4106 -2.8080 2.2477
H -2.5440 -3.7231 2.8238
H -2.0747 -1.9936 2.8878
C -3.7264 -2.4678 1.5465
O -4.6627 -3.2373 1.5663
N -3.6893 -1.2525 0.9596
C -4.6846 -0.6090 0.2241
C -5.9520 -1.1468 0.0319
C -6.9195 -0.4695 -0.7045
C -6.5784 0.7500 -1.2345
C -5.3064 1.2922 -1.0442
C -4.3428 0.6386 -0.3226
H -3.3616 1.0601 -0.1800
O -5.2297 2.5079 -1.6739
C -6.4946 2.7155 -2.2653
O -7.3322 1.6158 -1.9899
H -6.9453 3.6347 -1.8561
H -6.3768 2.8265 -3.3557
H -7.9008 -0.8868 -0.8528
H -6.1845 -2.1063 0.4615
H -2.7929 -0.7454 1.0221
H -0.4589 1.5789 0.8311
H 2.2084 -0.3288 -2.1507
H 4.2934 0.7515 -2.9073
H 5.8233 4.2395 -0.6666
H 6.7553 2.9069 0.0751
*
```

The net atomic charges from natural (NBO), expressed in e, are:
1. C -0.25
2. H 0.20
3. O -0.51
4. C 0.38
5. C -0.27
6. C -0.18
7. C -0.13
8. C -0.15
9. C -0.33
10. H 0.22
11. H 0.22
12. C 0.14
13. C -0.07
14. N -0.55
15. C 0.21
16. N -0.35
17. C -0.26
18. C 0.26
19. C -0.28
20. C -0.31
21. C 0.09
22. O -0.40
23. H 0.21
24. H 0.23
25. H 0.23
26. H 0.22
27. H 0.24
28. S 0.26
29. C -0.60
30. H 0.26
31. H 0.25
32. C 0.66
33. O -0.61
34. N -0.64
35. C 0.16
36. C -0.25
37. C -0.24
38. C 0.20
39. C 0.31
40. C -0.32
41. H 0.23
42. O -0.49
43. C 0.24
44. O -0.48
45. H 0.15
46. H 0.15
47. H 0.23
48. H 0.26
49. H 0.45
50. H 0.21
51. H 0.21
52. H 0.22
53. H 0.18
54. H 0.18

---

ORCA calculation (the ωB97M-V functional and the def2-TZVPD basis) on a cluster of 2 separate species, C4H7NO2 in total.

As for the lowest unoccupied orbital energy: 0.74 eV. The calculation puts the energy at -361.67599 Ha. As for the energy above the lowest of the compared OMol25 structures with the same formula, charge and spin: 128.6 kcal/mol. For the HOMO energy, the calculation gives -7.4 eV.

ORCA input file:
```
! wB97M-V def2-TZVPD RIJCOSX def2/J DEFGRID3
* xyz 0 1
N -1.1215 -0.2928 2.0301
C -0.7816 0.1371 0.7985
O 0.2046 0.9511 0.7079
C -1.3711 -0.3129 -0.4027
C 0.6440 0.3599 -1.0711
C 2.0717 0.1330 -0.8971
O 1.1580 -0.8071 -1.5217
H -0.5230 -0.0772 2.8118
H -1.9591 -0.8270 2.1850
H -1.7900 0.4747 -1.0239
H -1.9638 -1.2275 -0.3898
H 0.1965 1.0847 -1.7382
H 2.4296 -0.1655 0.0847
H 2.8058 0.5696 -1.5734
*
```

The net atomic charges from natural (NBO), expressed in e, are:
1. N -0.79
2. C 0.63
3. O -0.63
4. C -0.75
5. C 0.36
6. C -0.16
7. O -0.46
8. H 0.40
9. H 0.40
10. H 0.22
11. H 0.20
12. H 0.20
13. H 0.19
14. H 0.18

---

ORCA calculation (the ωB97M-V functional and the def2-TZVPD basis) on a structure of composition C23H21BrIN5O3RuS2 at a distorted geometry.

As for the lowest unoccupied orbital energy (spin up / spin down): -9.62 / -9.58 eV. The calculation puts the energy at -5150.91674 Ha. As for the energy above the lowest of the compared OMol25 structures with the same formula, charge and spin: 33.2 kcal/mol. For the HOMO energy (spin up / spin down), the calculation gives -13.4 / -13.4 eV.

ORCA input file:
```
! wB97M-V def2-TZVPD RIJCOSX def2/J DEFGRID3
* xyz 2 1
Ru -0.1289 0.3807 -0.2972
C 4.9767 3.4617 1.6455
C 3.9840 3.6095 0.5045
N 2.6065 3.2607 0.9286
C 2.0107 2.1274 0.7235
S 0.3878 1.8351 1.3128
N 2.7076 1.1098 0.1158
N 1.8640 0.1289 -0.1736
C 2.3693 -1.0921 -0.3131
C 3.8116 -1.4129 -0.3050
C 1.3289 -2.1231 -0.3798
C 1.5785 -3.4694 -0.4592
C 0.4903 -4.3547 -0.4438
C -0.7910 -3.8621 -0.3511
C -0.9833 -2.4817 -0.2660
N 0.0531 -1.6466 -0.2794
H 5.9789 3.6695 1.2730
H 4.9635 2.4474 2.0465
H 4.7650 4.1603 2.4549
H 4.2383 2.9711 -0.3362
H 3.9314 4.6366 0.1484
H 2.0555 3.9878 1.3705
H 4.4173 -0.5149 -0.3553
H 4.0450 -2.0639 -1.1498
H 4.0650 -1.9577 0.6094
H 2.5932 -3.8366 -0.5273
H 0.6636 -5.4213 -0.4976
H -1.6521 -4.5151 -0.3294
H -1.9674 -2.0359 -0.1777
O 0.3578 4.1942 -0.6579
S -0.4674 3.6752 -1.7094
O -0.1073 3.8854 -3.0656
N -0.6861 1.9969 -1.4671
C -1.9598 1.7675 -1.0479
O -2.1747 0.5870 -0.6435
C -2.8577 2.9015 -0.9888
C -4.1789 2.9625 -0.5803
C -4.7935 4.2071 -0.6040
C -4.1004 5.3423 -1.0237
C -2.7660 5.2834 -1.4228
C -2.1688 4.0434 -1.3869
H -4.6999 2.0699 -0.2591
H -5.8252 4.3009 -0.2939
H -4.6064 6.2987 -1.0305
H -2.2322 6.1700 -1.7369
Br -3.7154 -4.3058 1.8847
C -5.0514 -3.4689 0.8341
C -5.8999 -4.2924 0.1075
C -6.8818 -3.7372 -0.6979
C -7.0149 -2.3613 -0.7806
C -6.1724 -1.5386 -0.0476
C -5.1929 -2.0905 0.7677
I -3.9931 -0.7906 1.8708
H -5.7920 -5.3657 0.1824
H -7.5420 -4.3856 -1.2578
H -7.7785 -1.9224 -1.4085
H -6.2872 -0.4647 -0.0979
*
```

The net atomic charges from natural (NBO), expressed in e, are:
1. Ru 0.90
2. C -0.62
3. C -0.22
4. N -0.50
5. C 0.26
6. S 0.44
7. N -0.34
8. N -0.22
9. C 0.33
10. C -0.70
11. C 0.14
12. C -0.17
13. C -0.08
14. C -0.22
15. C 0.14
16. N -0.46
17. H 0.25
18. H 0.22
19. H 0.22
20. H 0.23
21. H 0.23
22. H 0.43
23. H 0.28
24. H 0.26
25. H 0.27
26. H 0.26
27. H 0.26
28. H 0.27
29. H 0.26
30. O -0.92
31. S 2.30
32. O -0.84
33. N -0.75
34. C 0.65
35. O -0.60
36. C -0.13
37. C -0.13
38. C -0.18
39. C -0.12
40. C -0.17
41. C -0.29
42. H 0.25
43. H 0.25
44. H 0.25
45. H 0.26
46. Br 0.07
47. C -0.12
48. C -0.22
49. C -0.18
50. C -0.18
51. C -0.23
52. C -0.20
53. I 0.15
54. H 0.24
55. H 0.24
56. H 0.23
57. H 0.22

---

ORCA calculation (the ωB97M-V functional and the def2-TZVPD basis) on an isolated molecule of C3H6N2 at a distorted geometry.

As for the lowest unoccupied orbital energy: 0.90 eV. The calculation puts the energy at -227.35028 Ha. The SMILES is C=C/C=N/N. As for the energy above the lowest of the compared OMol25 structures with the same formula, charge and spin: 46.8 kcal/mol. For the HOMO energy, the calculation gives -8.5 eV.

ORCA input file:
```
! wB97M-V def2-TZVPD RIJCOSX def2/J DEFGRID3
* xyz 0 1
C 0.0266 0.2695 0.0157
C -1.2850 -0.4246 0.0332
C -2.4647 0.2275 -0.0092
H 2.3535 1.0307 0.5439
H 3.0601 -0.5021 0.1721
H 0.0065 1.3926 -0.0380
H -1.1939 -1.4798 0.1093
H -3.3697 -0.3223 -0.0633
H -2.5223 1.3147 -0.0721
N 2.3236 0.1968 -0.1138
N 1.1056 -0.4637 -0.0134
*
```

The net atomic charges from natural (NBO), expressed in e, are:
1. C -0.01
2. C -0.22
3. C -0.38
4. H 0.34
5. H 0.37
6. H 0.16
7. H 0.21
8. H 0.20
9. H 0.19
10. N -0.64
11. N -0.23

---

ORCA calculation (the ωB97M-V functional and the def2-TZVPD basis) on an isolated molecule of C4H7NO.

As for the lowest unoccupied orbital energy: 1.00 eV. The calculation puts the energy at -286.59512 Ha. The SMILES is C[C@H]1CN=CO1. As for the energy above the lowest of the compared OMol25 structures with the same formula, charge and spin: 22.9 kcal/mol. For the HOMO energy, the calculation gives -9.6 eV.

ORCA input file:
```
! wB97M-V def2-TZVPD RIJCOSX def2/J DEFGRID3
* xyz 0 1
C -1.3466 -0.6462 0.4893
C 0.0571 -0.6750 -0.1030
C 0.3069 0.4059 -1.1760
N 1.0123 1.4787 -0.4624
C 1.3700 0.9648 0.6375
O 1.0083 -0.3040 0.9313
H -1.3219 -1.0263 1.5142
H -2.0327 -1.2671 -0.0957
H -1.7456 0.3746 0.5090
H 0.3298 -1.6834 -0.4279
H 0.9525 0.0525 -1.9883
H -0.6206 0.7812 -1.6216
H 1.9687 1.4576 1.3991
*
```

The net atomic charges from natural (NBO), expressed in e, are:
1. C -0.64
2. C 0.06
3. C -0.28
4. N -0.47
5. C 0.38
6. O -0.50
7. H 0.23
8. H 0.22
9. H 0.21
10. H 0.19
11. H 0.20
12. H 0.21
13. H 0.19